No. 1
Formula: C5H8O2
Source: the Open Molecules 2025 dataset
Level of theory: ωB97M-V/def2-TZVPD

Last column: Löwdin charge in e.
Cartesian coordinates (Å):
C -0.620 -1.343 -1.212  0.00
C 0.052 -0.334 -0.319  -0.57
C -0.670 1.000 -0.090  -0.07
C 0.066 -0.638 1.184  0.13
O -1.574 0.498 1.013  -0.10
C 1.528 -0.122 1.024  -0.18
O 1.473 -0.180 -0.416  -0.08
H -0.505 -1.141 -2.281  0.09
H -1.683 -1.356 -0.948  0.09
H -0.211 -2.329 -0.974  0.09
H 0.058 1.795 0.148  0.14
H -1.379 1.345 -0.842  0.13
H -1.638 0.686 1.965  0.12
H 2.079 0.762 1.383  0.12
H 2.025 -1.015 1.430  0.12

Output
Total charge: 0
LUMO energy (eV): 0.460
Energy above the lowest of the compared OMol25 structures with the same formula, charge and spin (kcal/mol): 153.4
Kohn-Sham gap (eV): 8.444
E_HOMO (eV): -7.984

=====

No. 2
Formula: C6H14ClIrOPb
Source: the Open Molecules 2025 dataset
Level of theory: ωB97M-V/def2-TZVPD

Last column: Löwdin charge in e.
Cartesian coordinates (Å):
Ir 0.092 -0.418 -1.127  0.70
Cl 1.257 -2.313 -0.695  -0.24
C 1.548 0.715 -1.842  -0.42
C -0.685 -0.945 -2.867  -0.40
H 1.317 0.984 -2.885  -0.05
H 1.636 1.618 -1.216  -0.04
H 2.476 0.123 -1.790  -0.06
H -0.503 -0.149 -3.603  -0.02
H -1.767 -1.098 -2.711  -0.04
H -0.197 -1.889 -3.163  -0.04
Pb -1.553 1.189 1.665  0.84
C -1.795 -0.999 1.550  -0.44
C -1.318 0.977 -0.643  -0.62
H -2.809 -1.186 1.173  -0.04
H -1.057 -1.417 0.824  -0.09
H -1.618 -1.452 2.533  -0.05
H -2.325 0.644 -0.968  -0.08
H -1.042 1.944 -1.123  -0.06
C 1.469 0.245 3.086  -0.17
C 0.788 1.250 2.240  -0.68
O 1.186 2.231 1.672  -0.14
H 1.776 -0.598 2.441  0.05
H 0.767 -0.121 3.850  0.04
H 2.357 0.667 3.598  0.05

Output
Total charge: -2
LUMO energy (spin up / spin down) (eV): 5.423 / 5.275
2S+1: 5
Kohn-Sham gap (spin up / spin down) (eV): 2.819 / 5.377
E_HOMO (spin up / spin down) (eV): 2.604 / -0.102

=====

No. 3
Formula: C22H50FInNO6
Source: the Open Molecules 2025 dataset
Level of theory: ωB97M-V/def2-TZVPD

Last column: Löwdin charge in e.
Cartesian coordinates (Å):
C 8.622 -1.151 1.164  0.09
C 9.381 -1.305 0.242  -0.17
C 10.377 -1.560 -0.801  -0.21
C 9.971 -2.588 -1.894  -0.31
C 8.533 -3.101 -1.813  -0.29
In 6.941 -1.738 -2.567  0.83
F 7.057 -1.683 -4.602  -0.52
C 4.947 -2.570 -2.058  -0.30
C 4.024 -1.545 -1.389  -0.38
C 2.540 -1.968 -1.309  -0.13
N 7.055 0.242 -1.802  -0.17
C 7.708 1.305 -2.551  -0.41
C 8.797 0.862 -3.538  -0.13
H 7.798 -0.948 1.790  0.02
H 10.631 -0.600 -1.256  0.10
H 11.278 -1.908 -0.290  0.10
H 10.687 -3.418 -1.825  0.09
H 10.135 -2.141 -2.878  0.08
H 8.450 -3.991 -2.446  0.03
H 8.288 -3.412 -0.794  0.02
H 4.483 -2.957 -2.973  0.02
H 5.080 -3.429 -1.389  0.02
H 4.400 -1.376 -0.375  0.08
H 4.111 -0.584 -1.901  0.07
H 2.183 -2.004 -0.275  0.05
H 1.885 -1.263 -1.827  0.04
H 2.391 -2.959 -1.744  0.06
H 7.387 0.250 -0.848  -0.02
H 8.168 2.024 -1.858  0.09
H 6.962 1.882 -3.120  0.08
H 9.435 1.710 -3.815  0.06
H 8.370 0.452 -4.454  0.05
H 9.439 0.104 -3.081  0.04
C -3.609 -2.033 -3.710  -0.11
O -3.997 -1.002 -2.824  -0.19
C -3.492 -1.163 -1.508  -0.20
C -2.238 -0.354 -1.258  -0.21
O -1.155 -0.776 -2.062  -0.19
C -0.928 0.024 -3.205  -0.11
H -3.811 -1.687 -4.722  0.09
H -2.545 -2.265 -3.619  0.08
H -4.189 -2.945 -3.526  0.09
H -3.293 -2.221 -1.304  0.13
H -4.269 -0.826 -0.815  0.12
H -1.948 -0.492 -0.213  0.12
H -2.442 0.711 -1.414  0.13
H -0.425 0.959 -2.934  0.09
H -1.861 0.258 -3.726  0.08
H -0.276 -0.539 -3.871  0.09
C -2.214 -1.003 3.330  -0.10
O -3.231 -0.442 2.519  -0.20
C -4.515 -0.444 3.115  -0.20
C -4.878 0.898 3.711  -0.21
O -4.029 1.263 4.787  -0.19
C -2.982 2.138 4.414  -0.11
H -1.258 -0.702 2.906  0.09
H -2.279 -0.644 4.360  0.08
H -2.272 -2.096 3.327  0.09
H -4.582 -1.225 3.880  0.13
H -5.240 -0.679 2.329  0.12
H -5.899 0.846 4.095  0.12
H -4.856 1.668 2.931  0.12
H -3.356 3.160 4.279  0.09
H -2.492 1.816 3.493  0.08
H -2.252 2.138 5.222  0.09
C -8.013 1.659 1.399  -0.10
O -7.781 2.025 2.747  -0.21
C -7.464 3.394 2.923  -0.21
C -8.656 4.208 3.375  -0.21
O -9.688 4.241 2.405  -0.19
C -10.729 3.314 2.647  -0.11
H -8.503 0.686 1.406  0.09
H -8.657 2.379 0.890  0.08
H -7.069 1.573 0.849  0.09
H -7.051 3.813 1.999  0.13
H -6.689 3.453 3.695  0.12
H -8.331 5.239 3.543  0.13
H -9.036 3.814 4.324  0.13
H -11.386 3.665 3.450  0.09
H -10.339 2.329 2.911  0.08
H -11.310 3.232 1.729  0.09

Output
Total charge: -1
LUMO energy (eV): 1.810
Kohn-Sham gap (eV): 5.599
E_HOMO (eV): -3.789

=====

No. 4
Formula: C28H77F2Li2N8O11S2
Source: the Open Molecules 2025 dataset
Level of theory: ωB97M-V/def2-TZVPD

Last column: Löwdin charge in e.
Cartesian coordinates (Å):
Li 5.253 -29.401 -9.759  0.63
Li 6.140 -30.838 -12.009  0.64
N 5.527 -31.184 -10.224  -0.42
S 6.763 -31.844 -9.123  0.66
O 7.570 -32.980 -9.603  -0.25
O 6.423 -31.807 -7.673  -0.24
F 7.676 -30.597 -9.462  -0.18
S 4.641 -32.361 -9.944  0.45
O 3.833 -32.316 -8.741  -0.27
O 4.959 -33.715 -10.435  -0.24
F 3.468 -31.924 -11.054  -0.22
C 6.877 -33.780 -13.333  -0.04
C 7.285 -32.455 -13.956  -0.42
C 6.153 -31.732 -14.740  -0.16
O 5.239 -31.278 -13.744  -0.29
C 3.862 -31.055 -14.274  -0.01
N 7.898 -31.671 -12.899  0.01
H 6.387 -34.391 -14.091  0.08
H 6.141 -33.572 -12.556  0.05
H 7.691 -34.396 -12.952  0.09
H 8.099 -32.586 -14.669  0.14
H 5.739 -32.415 -15.482  0.14
H 6.534 -30.851 -15.256  0.13
H 3.470 -32.003 -14.640  0.09
H 3.794 -30.299 -15.057  0.09
H 3.275 -30.727 -13.417  0.07
H 8.367 -30.953 -13.432  0.09
H 8.653 -32.222 -12.517  0.05
C 2.243 -35.134 -14.816  -0.09
C 2.511 -35.120 -13.353  -0.39
C 1.558 -36.158 -12.662  -0.22
O 0.259 -36.055 -13.113  -0.20
C -0.695 -36.842 -12.465  -0.10
N 3.949 -35.476 -13.081  0.06
H 1.226 -34.825 -15.059  0.08
H 2.433 -36.068 -15.345  0.09
H 2.784 -34.423 -15.440  0.06
H 2.211 -34.142 -12.977  0.13
H 1.729 -36.028 -11.594  0.12
H 1.772 -37.155 -13.048  0.13
H -0.900 -36.389 -11.495  0.08
H -0.277 -37.813 -12.201  0.09
H -1.662 -36.929 -12.961  0.09
H 4.111 -36.381 -13.500  0.07
H 4.228 -35.616 -12.120  0.06
C 3.900 -34.670 -6.440  -0.07
C 4.203 -34.307 -5.032  -0.41
C 5.261 -33.201 -4.768  -0.09
O 6.670 -33.754 -5.060  -0.19
C 7.604 -32.837 -4.545  -0.17
N 2.891 -33.795 -4.576  0.02
H 4.854 -34.992 -6.858  0.07
H 3.359 -33.947 -7.051  0.04
H 3.173 -35.473 -6.316  0.09
H 4.406 -35.141 -4.360  0.14
H 5.267 -32.735 -3.783  0.12
H 4.981 -32.404 -5.456  0.10
H 7.638 -32.712 -3.462  0.09
H 7.612 -31.847 -5.002  0.09
H 8.594 -33.293 -4.549  0.08
H 2.566 -33.089 -5.221  0.02
H 2.155 -34.460 -4.766  0.06
C 9.315 -36.028 -5.735  -0.03
C 9.193 -35.410 -7.177  -0.40
C 7.909 -35.973 -7.835  -0.15
O 7.796 -37.443 -7.975  -0.20
C 8.898 -38.206 -8.539  -0.10
N 9.370 -33.957 -7.104  0.07
H 9.239 -37.115 -5.717  0.07
H 8.476 -35.660 -5.145  0.06
H 10.184 -35.786 -5.122  0.07
H 9.974 -35.682 -7.886  0.12
H 7.739 -35.579 -8.837  0.10
H 7.005 -35.711 -7.285  0.10
H 9.345 -37.755 -9.425  0.08
H 8.547 -39.179 -8.880  0.08
H 9.670 -38.469 -7.815  0.08
H 8.768 -33.584 -6.384  0.01
H 8.978 -33.692 -7.996  0.02
C 3.066 -28.200 -6.642  -0.04
C 3.494 -28.867 -7.979  -0.37
C 3.158 -27.990 -9.171  -0.18
O 3.586 -28.499 -10.437  -0.28
C 3.064 -27.718 -11.541  -0.04
N 4.914 -29.254 -7.837  -0.01
H 3.313 -27.160 -6.426  0.08
H 3.308 -28.668 -5.688  0.09
H 1.988 -28.075 -6.536  0.08
H 3.016 -29.840 -8.093  0.12
H 3.660 -27.027 -9.086  0.14
H 2.078 -27.881 -9.278  0.14
H 1.979 -27.726 -11.437  0.10
H 3.458 -28.030 -12.508  0.09
H 3.298 -26.658 -11.445  0.09
H 5.167 -30.032 -7.246  0.07
H 5.423 -28.487 -7.422  0.10
C 0.641 -33.862 -8.723  -0.04
C 0.463 -32.401 -8.233  -0.41
C -0.982 -32.221 -7.871  -0.21
O -1.355 -30.854 -7.502  -0.22
C -2.640 -30.745 -6.732  -0.06
N 1.287 -32.110 -7.023  0.07
H 0.363 -34.465 -7.858  0.08
H 1.715 -34.037 -8.785  0.05
H 0.181 -34.236 -9.638  0.08
H 0.676 -31.705 -9.044  0.13
H -1.213 -32.883 -7.036  0.12
H -1.662 -32.502 -8.675  0.13
H -2.675 -29.740 -6.312  0.08
H -2.639 -31.318 -5.804  0.07
H -3.495 -31.108 -7.303  0.08
H 0.860 -31.321 -6.560  0.07
H 2.167 -31.800 -7.411  0.02
C 13.397 -32.998 -11.029  -0.07
C 12.139 -32.207 -10.710  -0.40
C 10.836 -32.935 -11.022  -0.18
O 10.464 -33.117 -12.398  -0.22
C 10.903 -34.399 -12.869  -0.08
N 12.412 -31.805 -9.309  0.03
H 14.235 -32.818 -10.355  0.08
H 13.799 -32.907 -12.038  0.07
H 13.095 -34.045 -11.040  0.07
H 12.214 -31.275 -11.271  0.13
H 9.958 -32.363 -10.722  0.10
H 10.775 -33.883 -10.488  0.13
H 10.501 -34.597 -13.862  0.09
H 10.659 -35.211 -12.184  0.09
H 11.986 -34.349 -12.979  0.08
H 11.546 -31.678 -8.806  0.06
H 13.005 -30.999 -9.176  0.08

Output
Total charge: +1
LUMO energy (eV): -3.790
Kohn-Sham gap (eV): 6.518
E_HOMO (eV): -10.307

=====

| no. | energy (eV) |
| --- | --- |
| 1 | -9403.179 |
| 2 | -29097.659 |
| 3 | -45286.520 |
| 4 | -92232.446 |